Record 1
Density functional theory data (wB97M-V/def2-TZVPD) for a structure of composition C3H5F2N2.

XYZ file:
```
12
Properties=species:S:1:pos:R:3
C -1.25636 0.91712 0.45601
C 0.88592 0.23584 -0.23326
C -0.55603 -1.05764 -0.49923
N -1.58403 -0.35750 0.17222
N 0.00405 1.25759 0.33337
F -2.12531 1.68570 1.04085
F -0.76972 -1.28387 -1.75485
H 1.47250 -0.03125 0.57453
H 1.50211 0.62717 -1.09568
H -0.38916 -2.06453 0.01645
H -2.55819 -0.45137 -0.07719
H 0.49626 2.12554 0.26029
```

Output
HOMO energy   -16.21 eV
Charge   +1
Energy above the lowest of the compared OMol25 structures with the same formula, charge and spin   113.1 kJ/mol
Gap between HOMO and LUMO   0.444 Eh


Record 2
Density functional theory data (wB97M-V/def2-TZVPD) for a cluster of 2 separate species, C3H3NO in total.

XYZ file:
```
8
Properties=species:S:1:pos:R:3
O 1.58779 0.19550 -1.03497
C 1.07104 0.58531 -0.05902
C 0.46325 1.00498 1.02269
C -1.17346 -1.39865 -0.93308
N -2.03694 -1.06870 -0.24245
H -0.35572 -1.68400 -1.56463
H -0.62015 0.98425 1.03973
H 1.03467 1.32677 1.88229
```

Output
HOMO energy   -9.49 eV
Energy above the lowest of the compared OMol25 structures with the same formula, charge and spin   115.5 kJ/mol
SMILES   C=C=O.C#N
Gap between HOMO and LUMO   0.380 Eh


Record 3
Density functional theory data (wB97M-V/def2-TZVPD) for a cluster of 11 separate species, C33H75N11O24P2 in total.

XYZ file:
```
145
Properties=species:S:1:pos:R:3
C -3.24483 2.11368 0.75410
N -2.53293 3.20050 1.44624
O -2.65310 4.26185 0.92138
O -1.90984 3.07414 2.48290
H -2.53498 1.46406 0.24205
H -3.93256 2.52777 0.01677
H -3.82499 1.58604 1.51115
C -0.99873 -5.62430 4.78581
N -1.81473 -4.49817 4.33137
O -2.94362 -4.37121 4.78232
O -1.29793 -3.61974 3.65399
H -1.57683 -6.54806 4.76202
H -0.65260 -5.34870 5.78198
H -0.18826 -5.61480 4.05702
C -1.22380 1.84048 -4.11004
N -1.53830 1.65012 -5.49220
O -0.75520 1.16387 -6.22720
O -2.71157 1.80193 -5.81008
H -1.43820 0.94131 -3.53244
H -1.95247 2.58261 -3.78389
H -0.18930 2.17107 -4.01712
C -1.32108 -5.64989 -1.00325
N -0.60255 -4.91451 0.04561
O 0.40547 -4.30116 -0.30910
O -1.07082 -5.05874 1.19394
H -2.38287 -5.86374 -0.88086
H -0.97330 -6.68288 -1.01201
H -1.08606 -5.10269 -1.91618
C -3.75970 -3.40137 0.98409
N -4.73502 -2.27325 1.00467
O -4.32922 -1.12628 0.89542
O -5.96240 -2.56537 1.07528
H -3.82035 -3.80148 -0.02800
H -4.24140 -4.11527 1.65223
H -2.79044 -2.95723 1.21074
C -0.54146 -0.38255 2.39906
C 0.18164 -0.39272 1.04731
C -0.50776 -0.87508 -0.19109
O -0.37415 0.16904 -1.09716
C 0.31020 1.12457 -0.53416
O 0.60900 2.16926 -1.08513
O 0.38029 0.95050 0.79809
H -1.32073 0.37682 2.33435
H 0.09645 -0.03311 3.21089
H -1.08833 -1.25826 2.74857
H 1.15323 -0.88679 1.04680
H -1.58007 -0.87108 0.00448
H -0.20515 -1.87841 -0.49086
C 2.94629 0.29260 -5.95620
C 3.36714 0.07486 -4.46771
C 2.43603 0.74993 -3.48750
O 2.34333 -0.25304 -2.44954
C 2.81071 -1.42204 -2.77255
O 2.47502 -2.47127 -2.18354
O 3.28365 -1.31367 -4.03161
H 2.86038 1.35843 -6.16767
H 1.98966 -0.20127 -6.12659
H 3.73692 0.01169 -6.65197
H 4.39363 0.40580 -4.30992
H 1.48185 0.83427 -4.00763
H 2.64257 1.78081 -3.19987
C 3.06266 -4.06955 1.10875
C 4.02909 -3.02959 1.79659
C 5.41428 -2.91533 1.25098
O 5.29465 -1.90200 0.25260
C 4.24438 -1.13050 0.57633
O 3.97185 -0.08174 0.10287
O 3.47259 -1.76502 1.47686
H 3.33068 -5.11141 1.28422
H 2.94827 -3.87318 0.04271
H 2.08308 -4.04345 1.58608
H 4.01415 -3.12326 2.88245
H 5.78362 -3.84928 0.82739
H 6.18461 -2.62553 1.96562
C 0.78161 5.14947 0.90701
C 0.99382 5.64525 -0.55790
C -0.11582 5.49934 -1.48192
O -0.14908 6.67802 -2.18708
C 0.40994 7.60341 -1.42871
O 0.50275 8.75413 -1.70963
O 0.96067 7.05660 -0.45549
H -0.14958 5.47731 1.36909
H 1.51987 5.62175 1.55511
H 0.76529 4.06081 0.85533
H 1.93137 5.21090 -0.90494
H -1.05513 5.39162 -0.93952
H 0.09734 4.62302 -2.09408
O 4.55222 3.71951 5.88351
P 3.32257 3.42608 5.07220
N 3.65656 2.07723 3.99522
C 4.49892 1.00634 4.45681
C 2.75295 1.84768 2.89160
N 2.85111 4.69715 4.00862
C 1.96810 5.78634 4.54017
C 3.90743 5.30361 3.13451
N 1.90772 2.86580 5.87353
C 1.90641 2.15054 7.15632
C 0.67710 2.66408 5.10228
H 4.76673 0.31356 3.65904
H 4.18519 0.40954 5.31326
H 5.48403 1.40169 4.70449
H 2.07685 1.01689 3.09354
H 3.38468 1.57961 2.04475
H 2.22618 2.76264 2.62056
H 1.66122 6.45465 3.73563
H 1.13936 5.38456 5.12315
H 2.48406 6.42369 5.25827
H 4.65417 5.84493 3.71541
H 4.41170 4.53416 2.54992
H 3.44094 6.01459 2.45260
H 1.17235 2.51925 7.87279
H 1.75402 1.07156 7.13058
H 2.90803 2.31339 7.55424
H -0.10663 3.16738 5.66846
H 0.44904 1.60289 5.00251
H 0.71515 3.11016 4.10847
O -2.59107 -2.66161 -1.56885
P -3.06510 -2.37478 -2.94220
N -1.78513 -2.37456 -4.10957
C -0.38828 -2.00192 -3.74098
C -2.08003 -2.35223 -5.58072
N -3.89929 -0.88970 -3.26279
C -4.04724 0.05138 -2.14221
C -4.60411 -0.49187 -4.38730
N -4.16032 -3.59959 -3.50039
C -5.39023 -3.74918 -2.74526
C -3.62341 -4.96531 -3.92325
H -0.31591 -0.91467 -3.76820
H 0.36501 -2.39904 -4.42139
H -0.18294 -2.25610 -2.70111
H -1.52310 -3.18736 -6.00557
H -1.77268 -1.42714 -6.06841
H -3.11974 -2.65495 -5.70506
H -4.09137 1.10188 -2.42963
H -4.88043 -0.24333 -1.50422
H -3.10717 0.10059 -1.59272
H -5.63542 -0.25298 -4.12762
H -4.18201 0.46564 -4.69244
H -4.60754 -1.18687 -5.22697
H -5.18048 -3.91700 -1.68888
H -5.95754 -2.81864 -2.72655
H -5.97959 -4.60353 -3.07820
H -3.19368 -5.49498 -3.07302
H -3.02838 -4.91952 -4.83535
H -4.40443 -5.70427 -4.10231
```

Output
⟨S²⟩   0.76
HOMO energy (spin up / spin down)   -10.22 / -10.22 eV
Charge   +1
2S+1   2
Gap between HOMO and LUMO (spin up / spin down)   0.294 / 0.132 Eh


Record 4
Density functional theory data (wB97M-V/def2-TZVPD) for a structure of composition C30H29Cl2N4OW.

XYZ file:
```
67
Properties=species:S:1:pos:R:3
W -1.06436 0.02603 -0.29823
C -3.55029 -1.33299 3.06225
C -2.97742 -0.95040 1.74127
N -1.71895 -0.61880 1.58194
N -0.85297 -0.62933 2.60651
C 0.40429 -0.29270 2.26660
O 0.99097 0.54163 -0.30072
C 2.80740 0.64282 1.81515
C 3.70822 1.10009 0.87318
C 5.05776 1.02541 1.19219
C 5.45700 0.50296 2.41302
C 4.51615 0.05218 3.33237
C 3.16130 0.12111 3.04353
C -3.77790 -0.90138 0.52674
C -5.14381 -1.17808 0.51048
C -5.83603 -1.07796 -0.68028
C -5.16692 -0.70060 -1.83868
C -3.81665 -0.43736 -1.75480
N -3.13136 -0.53937 -0.61084
H -2.75781 -1.38126 3.80278
H -4.04325 -2.30589 3.01089
H -4.29011 -0.60028 3.39410
H 3.36901 1.48994 -0.07762
H 5.79239 1.37181 0.47814
H 6.51041 0.44564 2.65207
H 4.83275 -0.35089 4.28439
H 2.40139 -0.22367 3.72687
H -5.64566 -1.45637 1.42531
H -6.89754 -1.28532 -0.70785
H -5.67953 -0.60196 -2.78384
H -3.24391 -0.11994 -2.61695
C 1.83105 -0.72569 -4.78571
C 0.55992 -0.69190 -3.94375
C 0.11439 0.75584 -3.69986
C 0.68569 -1.40641 -2.61783
C 1.90998 -1.67872 -2.00257
C 1.97761 -2.30034 -0.77525
C 0.82515 -2.67696 -0.08271
C 0.89013 -3.40752 1.22566
C -0.40199 -2.41211 -0.68327
C -0.47237 -1.79929 -1.95034
H 1.63690 -0.29104 -5.76548
H 2.19363 -1.74349 -4.93462
H 2.62800 -0.13938 -4.32396
H -0.23072 -1.19994 -4.50568
H 0.88501 1.30593 -3.15585
H -0.80729 0.80245 -3.10811
H -0.07339 1.26748 -4.64416
H 2.83221 -1.40614 -2.49770
H 2.94798 -2.50440 -0.33843
H 0.06093 -3.12980 1.87533
H 1.82024 -3.19235 1.74926
H 0.84191 -4.48503 1.05222
H -1.30124 -2.84346 -0.24903
H -1.40973 -1.81820 -2.49693
Cl -2.67711 4.41709 -0.05575
C -1.13527 4.12249 0.66137
C -0.43141 5.14317 1.27796
C 0.81229 4.89135 1.84532
C 1.36177 3.61578 1.81260
C 0.64076 2.62215 1.18992
Cl 1.08974 0.73736 1.35096
C -0.60653 2.83272 0.60753
N -1.22939 1.75271 -0.01160
H -0.85927 6.13517 1.31192
H 1.35281 5.69539 2.32608
H 2.32302 3.42000 2.27250
```

Output
HOMO energy (spin up / spin down)   -9.41 / -9.46 eV
Charge   +1
Energy above the lowest of the compared OMol25 structures with the same formula, charge and spin   1290.7 kJ/mol
Gap between HOMO and LUMO (spin up / spin down)   0.206 / 0.207 Eh


Record 5
Density functional theory data (wB97M-V/def2-TZVPD) for a structure of composition C13H31Cl2InOP.

XYZ file:
```
49
Properties=species:S:1:pos:R:3
In -0.35490 0.27399 -1.10030
Cl 1.13263 -0.91242 -2.56967
Cl -2.16313 -1.05876 -0.92163
H -0.16014 1.79219 -0.28574
H 0.59939 0.93154 0.11016
P 0.10893 0.06866 -5.99823
C 1.76127 -0.49586 -6.62635
C -1.08560 -0.82451 -7.08354
C 0.10740 1.80167 -6.63875
C 2.32230 -1.56254 -5.68520
H 2.38168 0.40281 -6.52859
C 1.85084 -0.99831 -8.06353
H 1.29399 -1.93685 -8.21213
H 2.90491 -1.21748 -8.29828
H 1.51516 -0.26636 -8.80500
H 2.31293 -1.17910 -4.65674
H 3.35950 -1.81358 -5.94792
H 1.72751 -2.48888 -5.70953
H 1.10514 2.16274 -6.35866
C -0.92626 2.63110 -5.86901
C -0.04555 1.98869 -8.14577
H 0.77318 1.53243 -8.71086
H -0.01660 3.06382 -8.38700
H -1.00048 1.60449 -8.53714
H -0.79533 2.50086 -4.78761
H -1.96002 2.35270 -6.12860
H -0.80067 3.70028 -6.09610
C -1.11511 -2.31811 -6.75513
H -0.72674 -0.69573 -8.10615
C -2.50968 -0.27443 -6.99992
H -0.15738 -2.82038 -6.92941
H -1.86882 -2.82893 -7.37413
H -1.39518 -2.47248 -5.70081
H -2.85415 -0.23635 -5.95538
H -3.20020 -0.93436 -7.54707
H -2.61380 0.72442 -7.43493
C 0.19128 1.05259 3.95262
C 0.54339 -0.37868 4.27850
C 0.45632 -1.05816 2.92039
O -0.54574 -0.36013 2.12265
C -0.83602 0.83498 2.75538
H -0.27283 1.58820 4.77726
H 1.10265 1.58750 3.50308
H -0.22006 -0.80283 4.92532
H 1.55145 -0.47918 4.71457
H 1.43305 -0.97856 2.41318
H 0.14822 -2.11108 2.98048
H -1.79445 0.71626 3.26965
H -0.88467 1.67480 2.04199
```

Output
HOMO energy   -1.99 eV
Charge   -1
Gap between HOMO and LUMO   0.178 Eh


Record 6
Density functional theory data (wB97M-V/def2-TZVPD) for a cluster of 2 separate species, C3H12NS in total.

XYZ file:
```
17
Properties=species:S:1:pos:R:3
C 1.66385 -2.18370 -1.66636
N 0.28142 -1.65961 -1.20885
H 2.35824 -1.85024 -0.88972
H 1.95165 -1.85675 -2.66206
H 1.63867 -3.31840 -1.94640
H 0.07023 -2.12477 -0.32000
H 0.15200 -0.71111 -0.90431
H -0.53280 -1.79555 -1.93224
C -1.69807 0.79455 1.67546
S -0.24850 0.68949 0.67762
C 0.01834 2.50055 0.85586
H -2.10636 -0.14238 1.80491
H -1.51853 1.15801 2.65082
H -2.35168 1.58987 1.22220
H -0.63612 3.12450 0.22523
H 0.95653 3.02310 0.49089
H 0.00113 2.76245 1.92695
```

Output
HOMO energy   -12.68 eV
Charge   +1
Energy above the lowest of the compared OMol25 structures with the same formula, charge and spin   136.2 kJ/mol
Gap between HOMO and LUMO   0.337 Eh


Record 7
Density functional theory data (wB97M-V/def2-TZVPD) for a structure of composition C25H19AsMoN2O3PS4.

XYZ file:
```
56
Properties=species:S:1:pos:R:3
Mo -0.84037 1.78136 -1.33174
O 0.34643 2.59455 0.18124
N 1.61006 2.38199 0.22341
N 1.97501 1.51348 -0.61104
O 1.10198 0.96186 -1.44069
C 3.34737 1.09597 -0.69863
C 4.24591 1.49121 0.28320
C 5.55975 1.07101 0.17351
C 5.95779 0.27107 -0.89089
C 5.04018 -0.11135 -1.85536
C 3.71714 0.30032 -1.76914
H 3.92327 2.10660 1.10962
H 6.27592 1.36829 0.92718
H 6.98671 -0.05338 -0.96589
H 5.35051 -0.73032 -2.68605
H 2.99098 0.02244 -2.51776
O -2.58188 2.91204 -1.22312
C -2.62893 1.84633 -0.58088
C -3.50784 1.17273 0.33737
C -4.78915 1.54887 0.72795
C -5.42327 0.77204 1.68216
C -4.78349 -0.33496 2.23604
C -3.50141 -0.70220 1.84409
C -2.86555 0.05282 0.87240
P -1.18509 -0.14468 0.19661
C -0.11882 -0.19142 1.65881
C 0.79618 -1.21040 1.90362
C 1.60276 -1.15890 3.03275
C 1.49214 -0.10098 3.92124
C 0.56925 0.91210 3.68789
C -0.23066 0.87057 2.56022
C -1.10993 -1.77562 -0.57625
C -2.21894 -2.61238 -0.65186
C -2.12673 -3.83045 -1.31230
C -0.93174 -4.21708 -1.89625
C 0.17610 -3.38029 -1.83161
C 0.08776 -2.16093 -1.18448
H -5.26587 2.42151 0.30281
H -6.41993 1.03183 2.01165
H -5.29390 -0.91690 2.99218
H -3.01081 -1.55538 2.29537
H 0.87796 -2.05136 1.22887
H 2.31202 -1.95414 3.21926
H 2.11867 -0.06693 4.80263
H 0.47583 1.73484 4.38390
H -0.93834 1.67013 2.37757
H -3.16228 -2.32357 -0.20891
H -2.99372 -4.47470 -1.36986
H -0.86242 -5.16699 -2.40922
H 1.10737 -3.67496 -2.29677
H 0.94276 -1.49589 -1.17218
S 0.12495 3.88713 -2.56263
As -1.11797 4.44880 -4.10855
S -0.33809 1.15912 -4.69897
S -1.28359 0.33643 -3.03347
S -1.58205 2.65875 -5.28904
```

Output
HOMO energy   -10.93 eV
Charge   +1
Energy above the lowest of the compared OMol25 structures with the same formula, charge and spin   29.9 kJ/mol
Gap between HOMO and LUMO   0.235 Eh


Record 8
Density functional theory data (wB97M-V/def2-TZVPD) for a cluster of 2 separate species, C4H10NO2 in total.

XYZ file:
```
17
Properties=species:S:1:pos:R:3
O 0.49714 1.63142 2.02156
C -0.59687 1.48532 1.52374
O -0.77424 1.56371 0.17981
H -1.50063 1.17740 2.09821
H -1.69653 1.49591 -0.07399
C 0.52943 -2.12722 0.24229
C 0.18199 -1.19430 -0.91670
C -0.89048 -1.34221 -1.71495
N 1.03610 -0.01639 -1.17928
H -0.19939 -2.98410 0.29480
H 1.56197 -2.54412 0.14005
H 0.52725 -1.55338 1.18994
H -1.16023 -0.72415 -2.57496
H -1.64425 -2.06759 -1.40143
H 1.98549 -0.21014 -1.02453
H 0.79135 0.87437 -0.64433
H 0.95470 0.16004 -2.16601
```

Output
HOMO energy   -14.84 eV
Charge   +1
Energy above the lowest of the compared OMol25 structures with the same formula, charge and spin   167.0 kJ/mol
Gap between HOMO and LUMO   0.421 Eh


Record 9
Density functional theory data (wB97M-V/def2-TZVPD) for a cluster of 5 separate species, C2H13NO5 in total.

XYZ file:
```
21
Properties=species:S:1:pos:R:3
C -1.25292 1.59977 -0.74982
C -0.27890 1.22490 0.34283
N 0.97956 0.98490 -0.05610
O -0.63013 1.09221 1.51620
H -0.66905 1.82164 -1.66225
H -1.63254 2.56419 -0.38460
H -2.09241 0.92413 -0.90567
H 1.65259 0.86981 0.69452
H 1.36029 0.68809 -0.94693
H 0.52586 0.65246 2.49125
H 1.54824 0.30384 3.57667
O 1.32500 0.05443 2.67413
H -1.18407 -1.37187 1.75964
H 0.26154 -1.25039 1.54833
O -0.48945 -1.79211 1.24041
H -1.26517 -2.32964 -1.35199
H -0.09460 -1.86949 -0.36703
O -0.33841 -2.10315 -1.30509
H 0.01116 -0.87998 -2.52610
H 1.49346 -0.88732 -2.91835
O 0.76997 -0.29643 -2.67006
```

Output
HOMO energy   -10.34 eV
Energy above the lowest of the compared OMol25 structures with the same formula, charge and spin   35.5 kJ/mol
SMILES   CC(N)=O.O.O.O.O
Gap between HOMO and LUMO   0.406 Eh


no.,electronic energy (eV)
1,-11598.6068
2,-6695.2947
3,-119525.6748
4,-66441.9355
5,-55537.8862
6,-15623.1745
7,-150674.1921
8,-9887.8569
9,-14013.4009